No. 1
Computed, not measured: a structure of composition C25H28F6FeN3O3 in a non-equilibrium geometry, with ωB97M-V with the def2-TZVPD basis set.

Each line ends with the Mulliken charge.
Cartesian coordinates (Å):
Fe -0.2663 0.0787 -0.0762  1.7611
C -3.2435 1.9134 -0.4883  -1.3363
N -1.9618 1.6155 -1.1263  1.1475
C -2.1316 0.9265 -2.4221  -0.7925
C -3.0106 -0.3133 -2.3828  -0.9899
C -2.7531 -1.2473 -1.2137  -0.8890
N -1.3372 -1.5025 -0.9917  0.3220
C -0.9269 -2.7150 -1.0670  -0.0624
C 0.3701 -3.2159 -0.7153  0.5187
C 0.6942 -4.5432 -1.0576  -0.8323
C 1.8757 -5.1136 -0.6638  -0.8255
C 2.7553 -4.3572 0.1306  -0.5417
C 2.4596 -3.0656 0.4872  -0.8859
C 1.2661 -2.4508 0.0561  0.2692
O 1.0112 -1.2252 0.4038  -0.0488
C -1.2535 2.8749 -1.4221  -1.2437
C -0.9277 3.7593 -0.2234  -1.1217
C -0.1922 3.0145 0.8917  -0.3334
N 0.6621 2.0226 0.2758  0.4438
C 1.9302 2.1729 0.2378  -0.5890
C 2.7807 1.3803 -0.6082  0.5654
C 4.1734 1.5643 -0.5622  -0.6888
C 5.0038 0.9501 -1.4646  -0.7804
C 4.4321 0.1369 -2.4558  -0.5100
C 3.0749 -0.0672 -2.5146  -0.6815
C 2.2013 0.5320 -1.5811  0.2461
O 0.9192 0.3050 -1.6612  -0.2853
H -3.8336 2.6061 -1.1037  0.2923
H -3.0733 2.3602 0.4899  0.2209
H -3.8236 1.0079 -0.3351  0.4345
H -1.1281 0.6664 -2.7617  0.1904
H -2.5625 1.6140 -3.1652  0.4762
H -2.8477 -0.8346 -3.3293  0.4142
H -4.0707 -0.0480 -2.3530  0.3748
H -3.3071 -2.1778 -1.3690  0.6952
H -3.1227 -0.8011 -0.2872  0.0410
H -1.6412 -3.4714 -1.4065  0.2725
H -0.0164 -5.1111 -1.6493  0.4149
H 2.1193 -6.1295 -0.9414  0.4095
H 3.6780 -4.8053 0.4783  0.4298
H 3.1250 -2.4811 1.1095  0.4738
H -1.8494 3.4772 -2.1242  0.5045
H -0.3340 2.5906 -1.9326  0.3556
H -1.8211 4.2210 0.2023  0.4633
H -0.3077 4.5682 -0.6198  0.3987
H -0.9102 2.4855 1.5046  -0.4855
H 0.3581 3.7214 1.5239  0.6893
H 2.3968 2.9887 0.8023  0.3083
H 4.5848 2.2107 0.2064  0.3834
H 6.0741 1.0990 -1.4228  0.4032
H 5.0725 -0.3389 -3.1888  0.4148
H 2.6313 -0.7013 -3.2723  0.4846
C 0.4217 0.4255 3.4888  -1.7565
C -0.9088 -0.0610 2.9158  0.4705
O -1.0636 0.1958 1.5787  0.0521
C -1.0451 -1.5851 3.2040  0.3916
F 0.0657 -2.2487 2.8590  -0.2658
F -2.0682 -2.1301 2.5261  -0.2586
F -1.2498 -1.8301 4.5148  -0.2885
C -2.0702 0.6702 3.6432  0.4889
F -3.2729 0.1845 3.3001  -0.2655
F -1.9729 0.6175 4.9818  -0.2837
F -2.0656 1.9810 3.3098  -0.2571
H 1.2242 -0.0055 2.8916  0.2376
H 0.5414 0.1279 4.5291  0.5163
H 0.4679 1.5112 3.4173  0.3230

Computed properties:
Maximum force ... 1.36 eV Å⁻¹
2S+1 ... 6
Orbital gap (alpha / beta) ... 8.16 / 7.35 eV
Total charge ... 0
Energy above the lowest of the compared OMol25 structures with the same formula, charge and spin ... 5.03 kcal/mol

---

No. 2
Computed, not measured: a structure of composition C25H28F6N5O4PPdS2 in a non-equilibrium geometry, with ωB97M-V with the def2-TZVPD basis set.

Each line ends with the Mulliken charge.
Cartesian coordinates (Å):
Pd -0.2796 -1.0417 0.3034  -0.3795
C 4.2136 0.3905 -2.7487  -0.7786
C 3.6289 -0.8644 -2.6666  -0.6091
C 2.8009 -1.1775 -1.6083  -0.0205
C 2.5734 -0.2538 -0.5777  -0.3245
C 3.1918 1.0021 -0.6553  0.5797
C 3.9794 1.3162 -1.7456  -1.1723
N 1.7287 -0.6293 0.4508  0.3428
C 2.0773 -0.5130 1.7636  0.7855
C 3.3333 -0.1288 2.2452  -0.8202
C 3.5497 -0.0163 3.6095  -0.5095
C 2.5312 -0.2662 4.5201  -0.8505
C 1.2929 -0.7080 4.0842  -0.5013
C 1.0770 -0.8925 2.7198  -0.0418
N -0.0391 -1.4367 2.1777  1.1269
N -1.0369 -1.8956 2.8679  -1.4552
C -2.0648 -2.3388 2.1451  0.3114
C -3.2403 -2.8146 2.7731  -0.5475
C -4.2303 -3.3770 2.0123  -0.3634
C -4.0476 -3.4865 0.6272  -0.8044
C -2.9144 -2.9333 0.0659  -0.2258
N -1.9546 -2.3531 0.7722  0.1926
H 4.8417 0.6442 -3.5883  0.3990
H 3.8284 -1.6026 -3.4291  0.4153
H 2.3569 -2.1618 -1.5204  0.4774
H 3.0039 1.7425 0.1033  0.4129
H 4.4268 2.2955 -1.7980  0.4473
H 4.1300 0.1033 1.5559  0.5147
H 4.5197 0.2911 3.9655  0.4369
H 2.7041 -0.1250 5.5749  0.3971
H 0.4890 -0.9185 4.7711  0.5212
H -3.3347 -2.6989 3.8411  0.5007
H -5.1474 -3.7245 2.4653  0.4061
H -4.7897 -3.9533 -0.0013  0.4376
H -2.7672 -2.9449 -1.0066  0.3029
C -0.5032 -2.6928 -3.1556  -1.3844
C -0.2233 -1.2068 -3.3490  -0.6140
P -0.7702 -0.2706 -1.8442  1.3967
C -2.6036 -0.1561 -2.1222  0.0299
C -3.0552 0.7689 -3.2449  -1.5661
C -0.1302 1.4432 -2.1115  0.4262
C 0.2519 1.8481 -3.5337  -1.8039
H -0.0019 -3.2909 -3.9132  0.4344
H -1.5680 -2.9016 -3.2285  0.3248
H -0.1528 -3.0050 -2.1664  0.2538
H -0.7310 -0.8241 -4.2357  0.5922
H 0.8486 -1.0445 -3.4706  0.2712
H -3.0369 0.1674 -1.1725  0.3538
H -2.9648 -1.1680 -2.3269  0.3604
H -2.6878 1.7770 -3.0821  0.3510
H -4.1422 0.8127 -3.2666  0.4615
H -2.7157 0.4074 -4.2134  0.2832
H 0.7431 1.5710 -1.4649  -0.5174
H -0.8903 2.1152 -1.7023  0.5992
H 1.1014 1.2676 -3.8846  0.2525
H 0.5389 2.8977 -3.5239  0.4518
H -0.5701 1.7275 -4.2336  0.3501
F -1.2529 2.2818 3.6698  -0.1604
C -2.2957 2.1727 2.8473  0.5042
F -3.1000 1.2403 3.3768  -0.2231
F -2.9765 3.3044 2.8411  -0.2316
S -1.7236 1.5505 1.1508  0.4716
O -2.2629 0.2158 1.1284  -0.3744
O -2.2205 2.4038 0.1228  -0.6945
N -0.1464 1.4997 1.2581  0.3206
S 0.4202 2.9967 1.2588  0.5854
O -0.5768 3.9181 1.6892  -0.6317
O 1.2124 3.2944 0.1098  -0.5705
C 1.6887 3.0512 2.6642  0.7148
F 2.9039 2.6421 2.2873  -0.2042
F 1.3409 2.3388 3.7304  -0.1653
F 1.8175 4.3210 3.0417  -0.2516

Computed properties:
Maximum force ... 2.81 eV Å⁻¹
2S+1 ... 1
Orbital gap (alpha / beta) ... 5.45 / 5.83 eV
Total charge ... 0

---

No. 3
Computed, not measured: the molecule C25H28N2O4S, with ωB97M-V with the def2-TZVPD basis set.

Each line ends with the Mulliken charge.
Cartesian coordinates (Å):
C -0.2597 -3.8131 0.7742  -1.5654
C -1.4863 -2.9795 0.5816  0.5823
C -1.6807 -2.2317 -0.5696  -0.3838
C -2.7596 -1.3726 -0.7057  -0.2088
C -3.6798 -1.2606 0.3269  -0.1164
C -3.5263 -2.0486 1.4670  -0.3315
C -2.4423 -2.8915 1.5888  -0.5898
H -2.3199 -3.4744 2.4891  0.3886
H -4.2616 -1.9658 2.2527  0.4545
O -4.7372 -0.3759 0.3539  -0.5177
C -4.7647 0.6901 -0.5729  0.4996
C -5.9494 1.5804 -0.1992  -1.6340
H -6.0089 2.4151 -0.8913  0.4106
H -6.8691 1.0038 -0.2448  0.4080
H -5.8231 1.9579 0.8126  0.3806
C -3.4828 1.5395 -0.5605  0.2446
O -3.1667 2.2319 -1.4996  -0.6664
N -2.7861 1.4416 0.6057  -0.1675
C -1.4405 1.7835 0.7755  0.2334
C -0.6193 0.9074 1.4773  0.1281
C 0.7176 1.1997 1.6425  -0.0238
C 1.2766 2.3760 1.1637  0.4742
C 0.4426 3.2334 0.4501  -1.0460
C -0.8931 2.9458 0.2415  -0.3151
H -1.5160 3.6100 -0.3346  0.4828
H 0.8536 4.1481 0.0495  0.4340
C 2.7151 2.7118 1.3929  -1.7166
H 3.0501 2.2960 2.3400  0.3027
H 2.8527 3.7908 1.4062  0.5538
H 3.3258 2.3057 0.5860  0.1862
S 1.6899 -0.0532 2.4842  1.2031
O 0.8776 -1.2249 2.6245  -0.6128
O 2.3068 0.4819 3.6647  -0.7819
N 2.9818 -0.3991 1.4801  -0.1500
C 2.9140 -0.4425 0.0900  0.2066
C 1.6989 -0.7102 -0.5291  0.0122
C 1.6043 -0.7128 -1.9073  -1.0450
C 2.7177 -0.4697 -2.6996  0.4547
C 3.9329 -0.2402 -2.0689  -0.8048
C 4.0571 -0.2177 -0.6888  1.0035
C 5.3941 0.0273 -0.0486  -1.7088
H 5.6811 -0.8200 0.5741  0.3878
H 5.3806 0.9202 0.5784  0.3239
H 6.1563 0.1629 -0.8115  0.4144
H 4.8132 -0.0663 -2.6721  0.3507
C 2.6170 -0.4886 -4.1949  -1.5875
H 3.4133 0.0984 -4.6460  0.4029
H 2.7009 -1.5117 -4.5633  0.3056
H 1.6580 -0.0927 -4.5211  0.3775
H 0.6494 -0.9009 -2.3748  0.4016
H 0.8369 -0.9262 0.0799  0.4947
H 3.8581 -0.0987 1.8738  0.3683
H -0.9984 -0.0208 1.8779  0.4115
H -3.1362 0.7681 1.2760  0.3442
H -4.9011 0.3170 -1.5985  0.3212
H -2.8592 -0.7864 -1.6066  0.4091
H -0.9681 -2.3069 -1.3773  0.5761
H -0.5106 -4.7844 1.1955  0.5249
H 0.4021 -3.3006 1.4740  0.1895
H 0.2709 -3.9560 -0.1639  0.3260

Computed properties:
Maximum force ... 0.85 eV Å⁻¹
2S+1 ... 1
Orbital gap ... 9.05 eV
SMILES string ... Cc1ccc(O[C@@H](C)C(=O)Nc2ccc(C)c(S(=O)(=O)Nc3ccc(C)cc3C)c2)cc1
Total charge ... 0
Energy above the lowest of the compared OMol25 structures with the same formula, charge and spin ... 3.45 kcal/mol

---

No. 4
Computed, not measured: the molecule C25H28N4O4, with ωB97M-V with the def2-TZVPD basis set.

Each line ends with the Mulliken charge.
Cartesian coordinates (Å):
C 0.0922 2.2266 0.7821  -0.6250
H 0.0752 2.4088 1.8545  0.5116
H 0.3275 1.1804 0.6066  -0.2230
H 0.8746 2.8375 0.3414  0.4968
C -1.2466 2.5664 0.1356  -1.0668
N -2.2843 1.6054 0.4712  0.5842
C -2.5609 0.6387 -0.4222  0.5713
O -2.0192 0.5719 -1.5196  -0.6515
C -3.5809 -0.3760 -0.0609  -0.2473
C -3.4740 -1.7533 0.0182  0.5351
N -4.6939 -2.2872 0.3047  -0.7555
C -5.5250 -1.2931 0.3677  -0.4672
N -4.9045 -0.1020 0.1678  0.1831
H -5.3305 0.8103 0.1387  0.2115
H -6.5760 -1.3814 0.5557  0.4519
C -2.2375 -2.5718 -0.0283  0.4601
O -2.0489 -3.5233 0.7020  -0.6756
N -1.3345 -2.1718 -0.9642  0.0420
H -1.4512 -1.2722 -1.4202  0.1664
C 0.0109 -2.6813 -0.8609  0.1961
C 0.6855 -2.0550 0.3607  0.4634
O 0.2617 -1.0909 0.9439  -0.6104
O 1.7741 -2.7324 0.7096  -0.3456
C 2.4807 -2.2795 1.8750  -1.2224
C 3.4076 -1.1427 1.5363  0.5525
C 4.5863 -1.3929 0.8430  -0.3656
C 5.4172 -0.3488 0.4783  -0.5221
C 5.0772 0.9539 0.8038  -0.4092
C 3.9040 1.2085 1.4931  -0.7191
C 3.0708 0.1650 1.8567  0.0829
H 2.1493 0.3632 2.3820  0.2558
H 3.6333 2.2231 1.7456  0.3873
H 5.7262 1.7687 0.5177  0.4111
H 6.3301 -0.5511 -0.0623  0.3967
H 4.8455 -2.4096 0.5845  0.4227
H 3.0350 -3.1549 2.2204  0.5090
H 1.7504 -1.9711 2.6292  0.3709
H -0.0539 -3.7601 -0.6731  0.3758
C 0.8244 -2.4214 -2.1388  -1.6405
C 1.0405 -0.9506 -2.3712  0.1968
C 0.1934 -0.2272 -3.1996  -0.2420
C 0.3733 1.1334 -3.3739  -0.5582
C 1.4015 1.7879 -2.7196  -0.6615
C 2.2620 1.0722 -1.9043  -0.4787
C 2.0841 -0.2884 -1.7363  -0.1837
H 2.7685 -0.8405 -1.1091  0.5561
H 3.0753 1.5696 -1.3959  0.4858
H 1.5381 2.8522 -2.8492  0.4321
H -0.2987 1.6827 -4.0159  0.3936
H -0.6145 -0.7287 -3.7113  0.3327
H 1.7848 -2.9293 -2.0333  0.5063
H 0.2824 -2.8610 -2.9777  0.4745
C -2.8099 1.6271 1.8185  -0.7225
C -3.8448 2.7336 2.0243  -1.2895
H -4.2592 2.6651 3.0264  0.4238
H -3.3918 3.7147 1.9076  0.3365
H -4.6580 2.6506 1.3066  0.2357
H -1.9778 1.7788 2.5103  0.3627
H -3.2492 0.6531 2.0429  0.5385
H -1.1369 2.5370 -0.9504  0.4594
H -1.5813 3.5632 0.4360  0.3102

Computed properties:
Maximum force ... 0.92 eV Å⁻¹
2S+1 ... 1
Orbital gap ... 9.50 eV
SMILES string ... CCN(CC)C(=O)c1[nH]cnc1C(=O)N[C@@H](Cc1ccccc1)C(=O)OCc1ccccc1
Total charge ... 0
Energy above the lowest of the compared OMol25 structures with the same formula, charge and spin ... 43.37 kcal/mol